(1)
Density functional theory data (the ωB97M-V functional and the def2-TZVPD basis) for the ion C4H7N2 with charge +1.

Results
Energy relative to the best compared isomer or geometry (same formula, charge and spin), kJ/mol: 430.6
HOMO energy, eV: -14.33
Largest force on an atom, eV Å⁻¹: 3.203
Structure (SMILES): C=C(C)NC#[NH+]

Geometry as ORCA input:
```
! wB97M-V def2-TZVPD RIJCOSX def2/J DEFGRID3
* xyz 1 1
N -2.26184 1.45951 0.05275
N -0.25813 0.98631 -1.00022
C 1.49301 -0.47552 -0.09612
C -1.40293 1.48714 -0.75920
C 0.14351 0.10151 0.09504
C -0.67703 -0.05663 1.13190
H 2.39074 -0.17337 0.52291
H -3.22150 1.37523 -0.01980
H 0.24449 1.24098 -1.87854
H 1.86607 -0.44876 -1.18109
H -0.38723 -0.86536 1.84462
H -1.73967 0.34056 1.28116
H 1.41905 -1.49285 0.31508
*
```

Löwdin atomic charge list, values in e, 8 entries:
1 N 0.307
2 N 0.156
3 C -0.036
4 C -0.085
5 C -0.315
6 C 0.095
7 H 0.119
8 H 0.131



(2)
Density functional theory data (the ωB97M-V functional and the def2-TZVPD basis) for a structure of composition C18H38LiN2O6P.

Results
HOMO energy, eV: 0.93
Largest force on an atom, eV Å⁻¹: 8.209

Geometry as ORCA input:
```
! wB97M-V def2-TZVPD RIJCOSX def2/J DEFGRID3
* xyz -2 1
P -6.74053 -5.93149 13.12358
O -4.01628 -6.71040 10.51045
O -6.37092 -6.55939 14.37636
O -5.57402 -6.04413 12.25495
O -6.18778 -3.07700 16.34055
O -8.01007 -6.19801 12.49307
O -6.24977 -4.51597 13.72802
N -2.57995 -6.66006 10.92676
N -4.93261 -2.67623 16.95710
C -2.91661 -7.04458 13.38129
C -4.80628 -4.87632 18.11925
C -2.79143 -2.40163 18.77828
C -2.93649 -8.86753 11.86793
C -5.94907 -2.26022 19.12903
C -2.83178 -3.47501 17.69738
C -1.96260 -5.36762 10.78045
C -0.10994 -6.42141 12.22367
C -3.88883 -4.64808 15.92341
C -2.67587 -4.35014 11.52303
C -5.83946 -0.53367 17.48962
C -2.29607 -7.53018 12.09857
C -3.75042 -1.24051 18.39851
C -4.15800 -3.87165 17.15390
C -0.50790 -5.47870 11.06216
C -2.09835 -4.93517 9.33254
C -0.84934 -7.70313 12.17516
C -5.11931 -1.69675 18.07255
Li -4.61447 -5.30102 13.56489
H -3.88960 -0.55959 19.22080
H -2.69814 -5.99034 13.70437
H -2.34741 -3.29928 11.19649
H -5.27726 -0.09768 16.64376
H -4.83146 -5.05648 15.64641
H -3.09893 -5.46592 15.99426
H -2.70971 -9.31188 10.88741
H -2.23857 -4.31096 17.96529
H -4.01122 -8.83551 12.06861
H 0.97363 -6.54371 12.23056
H -4.45631 -5.89716 18.00718
H -4.61580 -6.39283 11.25855
H -6.87423 -0.77392 17.20608
H -5.83805 0.29418 18.23083
H -2.50488 -4.35182 12.60477
H -6.32153 -1.42179 19.76316
H -3.74431 -4.31433 11.38658
H -2.28980 -3.15230 16.76172
H -0.42804 -5.95853 13.17327
H -0.59391 -8.35250 11.33558
H -6.09511 -3.64426 15.54177
H -3.15073 -4.95349 8.97157
H -1.61117 -5.77302 8.77990
H -3.36009 -0.74957 17.50111
H -3.49446 -4.02928 15.06390
H -1.77927 -1.93116 18.87568
H -6.84315 -2.81129 18.77002
H -3.12765 -2.68952 19.73413
H -4.72788 -4.70276 19.09998
H -5.39324 -2.99686 19.67169
H -0.11175 -5.90263 10.12432
H -4.02333 -7.06726 13.36199
H -0.14965 -4.51226 11.27094
H -1.60433 -4.04414 9.12270
H -2.75707 -9.63462 12.62726
H -2.56411 -7.65942 14.13628
H -5.85808 -5.06188 17.83476
H -0.60544 -8.32249 13.03569
*
```

Löwdin atomic charge list, values in e, 8 entries:
1 P -0.270
2 O -0.057
3 O -0.421
4 O -0.432
5 O -0.032
6 O -0.370
7 O -0.564
8 N -0.037



(3)
Density functional theory data (the ωB97M-V functional and the def2-TZVPD basis) for a cluster of 2 separate species, C4H6BrNO in total.

Results
Energy relative to the best compared isomer or geometry (same formula, charge and spin), kJ/mol: 339.6
HOMO energy (spin up / spin down), eV: -9.23 / -9.08
Largest force on an atom, eV Å⁻¹: 5.166

Geometry as ORCA input:
```
! wB97M-V def2-TZVPD RIJCOSX def2/J DEFGRID3
* xyz 0 1
Br -3.72111 -0.03762 0.36934
O -2.75086 1.79347 -1.47898
N 0.01390 -0.17919 -1.48490
C 1.94474 -0.66760 -0.19201
C 0.53039 -0.15489 -0.39706
C 0.01708 0.12467 0.96123
C -2.51902 0.82740 -0.87591
H 1.96534 -1.22790 0.66925
H 2.68439 0.23524 -0.22095
H 0.15901 -0.79850 1.45857
H -1.08014 0.36927 0.99071
H 0.71371 0.94917 1.34275
H 2.04256 -1.23353 -1.14204
*
```

Löwdin atomic charge list, values in e, 8 entries:
1 Br 0.636
2 O 0.027
3 N 0.233
4 C -0.052
5 C -0.594
6 C -0.063
7 C -0.645
8 H 0.037



(4)
Density functional theory data (the ωB97M-V functional and the def2-TZVPD basis) for an isolated molecule of C13H17N3O2S.

Results
Energy relative to the best compared isomer or geometry (same formula, charge and spin), kJ/mol: 0.0
HOMO energy, eV: -8.59
Largest force on an atom, eV Å⁻¹: 0.637
Structure (SMILES): CC(C)(C)C(=O)NC(=S)Nc1ccccc1C(N)=O

Geometry as ORCA input:
```
! wB97M-V def2-TZVPD RIJCOSX def2/J DEFGRID3
* xyz 0 1
S -0.50047 3.88807 -0.87985
O 4.58236 1.25938 1.12392
O -0.09405 0.17457 1.18253
N -1.06350 1.35573 -0.49014
N 1.20976 1.91711 -0.60632
N 2.47192 1.43996 1.92230
C 1.70556 0.61466 -0.79636
C -2.10295 -1.61964 1.50202
C 2.79098 -1.89813 -1.28278
C 3.35427 -1.07208 -0.32679
C 1.15347 -0.21181 -1.76938
C 3.40001 1.00651 1.04132
C 1.68540 -1.46744 -1.99718
C -3.51364 0.33784 0.83996
C -1.03983 0.34999 0.44640
C -2.29674 -0.51554 0.46151
C 2.80924 0.17592 -0.06124
C -0.07180 2.31781 -0.65340
C -2.48505 -1.14203 -0.92501
H -2.97285 -2.27049 1.52691
H -1.96591 1.63755 -0.84984
H -4.38136 -0.30534 0.96697
H 0.31862 0.13958 -2.35725
H 3.21363 -2.87258 -1.47292
H -3.75474 1.07339 0.07513
H 2.78243 1.91435 2.75470
H -1.22447 -2.21329 1.26232
H -1.60552 -1.72066 -1.19933
H 1.89401 2.65169 -0.47826
H -3.34390 -1.80901 -0.90899
H -2.65592 -0.38867 -1.69063
H 1.24502 -2.10296 -2.75116
H -3.33637 0.86026 1.77760
H 4.21915 -1.38751 0.23659
H 1.53134 1.07094 1.88778
H -1.95810 -1.18810 2.48886
*
```

Löwdin atomic charge list, values in e, 8 entries:
1 S 0.654
2 O 0.071
3 O 0.092
4 N 0.092
5 N 0.075
6 N 0.189
7 C -0.204
8 C -0.041



> The lowest largest force on an atom belongs to which entry?

C13H17N3O2S